Record 1
{"formula": "C43H36FeN9O3PS2", "method": "wB97M-V/def2-TZVPD", "energy_ev": -130072.037, "homo_lumo_gap_ev": [4.67, 4.90], "spin_multiplicity": 5, "s2": 6.03, "homo_energy_ev": [-4.6, -4.8], "species": ["Fe", "N", "C", "N", "C", "N", "N", "C", "C", "C", "C", "C", "C", "N", "C", "C", "C", "C", "C", "C", "H", "H", "H", "H", "H", "H", "H", "H", "H", "H", "H", "C", "N", "C", "C", "N", "C", "S", "H", "H", "H", "H", "H", "H", "N", "P", "C", "C", "C", "C", "C", "C", "C", "C", "C", "C", "C", "C", "C", "C", "C", "C", "C", "C", "H", "H", "H", "H", "H", "H", "H", "H", "H", "H", "H", "H", "H", "H", "H", "O", "C", "N", "S", "O", "O", "C", "C", "C", "C", "C", "C", "H", "H", "H", "H"], "positions_angstrom": [[-2.469, 0.859, -1.785], [-6.105, 0.786, -4.176], [-4.892, 0.435, -3.696], [-4.280, 1.053, -2.746], [-4.934, 2.239, -2.195], [-4.374, 2.947, -1.295], [-3.229, 2.470, -0.802], [-2.369, 3.367, -0.336], [-1.055, 3.123, -0.660], [0.107, 3.957, -0.454], [1.224, 3.822, -1.126], [1.381, 2.687, -2.012], [0.325, 1.908, -2.262], [-0.856, 1.974, -1.550], [-6.135, 2.732, -2.831], [-6.707, 3.984, -2.442], [-7.848, 4.382, -3.066], [-8.444, 3.587, -4.073], [-7.915, 2.348, -4.443], [-6.681, 1.995, -3.854], [-6.622, 0.075, -4.778], [-4.426, -0.339, -4.230], [-2.683, 4.258, 0.267], [0.076, 4.843, 0.191], [2.008, 4.553, -1.036], [2.181, 2.717, -2.679], [0.425, 1.161, -3.068], [-6.219, 4.587, -1.699], [-8.285, 5.315, -2.771], [-9.396, 3.888, -4.605], [-8.398, 1.806, -5.218], [-0.609, -2.358, 2.035], [0.112, -1.634, 0.986], [0.465, -2.221, -0.192], [1.072, -1.272, -0.929], [1.006, -0.100, -0.208], [0.378, -0.336, 0.932], [0.036, 0.965, 2.047], [-1.430, -2.993, 1.584], [-0.995, -1.717, 2.832], [0.106, -3.054, 2.545], [0.191, -3.266, -0.340], [1.561, -1.316, -1.867], [1.282, 0.893, -0.505], [1.223, 0.859, 3.209], [2.656, 0.242, 3.084], [2.709, -1.581, 2.987], [2.981, -2.207, 1.775], [2.945, -3.621, 1.686], [2.704, -4.324, 2.857], [2.393, -3.726, 4.059], [2.477, -2.345, 4.169], [3.746, 0.819, 1.726], [4.997, 0.261, 1.651], [5.874, 0.875, 0.785], [5.425, 1.887, -0.086], [4.107, 2.374, 0.004], [3.255, 1.873, 0.984], [3.561, 0.578, 4.614], [2.980, 1.507, 5.435], [3.657, 1.791, 6.597], [4.868, 1.162, 6.933], [5.382, 0.246, 6.013], [4.735, -0.080, 4.903], [3.182, -1.507, 0.938], [3.149, -4.140, 0.774], [2.560, -5.361, 2.794], [2.099, -4.315, 4.956], [2.267, -1.807, 5.078], [5.213, -0.641, 2.283], [6.869, 0.468, 0.666], [6.134, 2.218, -0.855], [3.626, 3.103, -0.646], [2.294, 2.298, 1.181], [2.031, 2.019, 5.133], [3.133, 2.500, 7.279], [5.428, 1.356, 7.876], [6.309, -0.215, 6.190], [5.121, -0.775, 4.170], [-0.398, -0.753, -3.956], [-1.132, -1.528, -3.318], [-2.164, -1.155, -2.527], [-2.856, -2.338, -1.788], [-4.238, -2.403, -2.162], [-2.662, -2.348, -0.383], [-1.845, -3.571, -2.508], [-1.728, -4.953, -2.185], [-0.612, -5.587, -2.723], [0.307, -4.990, -3.564], [0.236, -3.628, -3.833], [-0.857, -2.961, -3.261], [-2.380, -5.418, -1.520], [-0.451, -6.654, -2.553], [1.107, -5.574, -4.055], [1.004, -3.035, -4.360]]}

=====

Record 2
{"formula": "C3H9NO3", "method": "wB97M-V/def2-TZVPD", "energy_ev": -10890.394, "homo_lumo_gap_ev": 10.79, "smiles": "CCNC(=O)O.O", "spin_multiplicity": 1, "homo_energy_ev": -10.2, "species": ["C", "N", "C", "O", "O", "C", "H", "H", "H", "H", "H", "H", "H", "H", "H", "O"], "positions_angstrom": [[0.993, -1.156, 0.085], [0.070, -0.043, -0.236], [-0.548, -0.007, -1.438], [-1.626, 0.823, -1.458], [-0.164, -0.601, -2.420], [0.955, -1.418, 1.582], [0.632, -2.041, -0.443], [1.957, -0.860, -0.330], [-0.456, 0.333, 0.541], [-1.910, 0.750, -2.388], [1.394, -2.381, 1.779], [-0.096, -1.444, 1.844], [1.410, -0.625, 2.175], [-1.556, 3.050, 0.602], [-0.449, 2.570, -0.355], [-0.606, 3.049, 0.461]]}

=====

Record 3
{"formula": "C8H7CrN3O4", "method": "wB97M-V/def2-TZVPD", "charge": 2, "energy_ev": -49474.763, "homo_lumo_gap_ev": [8.23, 8.12], "spin_multiplicity": 5, "s2": 6.02, "homo_energy_ev": [-17.1, -17.1], "species": ["O", "C", "Cr", "C", "C", "O", "O", "C", "N", "C", "C", "C", "N", "C", "O", "N", "H", "H", "H", "H", "H", "H", "H"], "positions_angstrom": [[-0.209, 4.316, -3.917], [0.137, 3.318, -3.501], [0.254, -1.369, -1.750], [2.069, -1.539, -3.396], [-1.522, -1.228, -2.890], [3.036, -1.658, -3.990], [-2.489, -1.230, -3.500], [2.159, -0.661, 2.441], [0.876, -0.240, 1.845], [-0.229, 0.007, 2.629], [-1.403, 0.377, 2.030], [-1.487, 0.338, 0.620], [-0.494, -0.261, -0.099], [0.715, -0.318, 0.521], [1.705, -0.538, -0.298], [-2.436, 0.909, -0.151], [2.889, -0.855, 1.638], [2.063, -1.591, 3.028], [2.604, 0.089, 3.111], [-0.077, -0.113, 3.712], [-2.266, 0.622, 2.627], [-3.295, 1.232, 0.280], [-2.600, 0.393, -0.988]]}

=====

Record 4
{"formula": "C24H33N3O3", "method": "wB97M-V/def2-TZVPD", "energy_ev": -36038.093, "homo_lumo_gap_ev": 9.19, "smiles": "CC[C@@H](C)[C@H](NC(=O)OCc1ccccc1)C(=O)NC[C@@H](c1ccccc1)N(C)C", "spin_multiplicity": 1, "homo_energy_ev": -8.5, "species": ["C", "H", "C", "H", "H", "C", "C", "H", "H", "H", "H", "C", "N", "C", "O", "O", "C", "C", "C", "C", "C", "C", "C", "H", "H", "H", "H", "H", "H", "H", "H", "C", "O", "N", "H", "C", "H", "H", "C", "N", "C", "H", "H", "H", "C", "H", "H", "H", "C", "C", "C", "C", "C", "C", "H", "H", "H", "H", "H", "H", "H", "H", "H"], "positions_angstrom": [[-0.464, -5.103, -1.073], [0.128, -6.012, -1.155], [0.002, -4.282, 0.124], [-0.144, -4.857, 1.041], [1.073, -4.094, 0.023], [-0.729, -2.940, 0.248], [-2.177, -3.126, 0.698], [-2.683, -2.166, 0.773], [-2.216, -3.617, 1.669], [-2.722, -3.735, -0.018], [-0.729, -2.446, -0.727], [0.021, -2.046, 1.255], [-0.637, -0.762, 1.457], [-1.014, 0.101, 0.496], [-0.790, -0.010, -0.692], [-1.690, 1.128, 1.047], [-2.272, 2.076, 0.146], [-3.694, 1.696, -0.172], [-3.953, 0.665, -1.068], [-5.255, 0.280, -1.331], [-6.310, 0.923, -0.706], [-6.059, 1.951, 0.186], [-4.756, 2.332, 0.457], [-4.561, 3.131, 1.158], [-6.879, 2.455, 0.676], [-7.327, 0.624, -0.914], [-5.447, -0.523, -2.027], [-3.128, 0.167, -1.555], [-1.665, 2.110, -0.765], [-2.226, 3.035, 0.665], [-0.864, -0.489, 2.399], [1.498, -1.827, 0.875], [2.397, -2.150, 1.628], [1.686, -1.271, -0.331], [0.876, -0.914, -0.827], [2.982, -0.794, -0.753], [3.687, -1.043, 0.041], [3.296, -1.313, -1.664], [2.941, 0.718, -1.042], [4.290, 1.199, -1.348], [5.165, 1.327, -0.201], [5.183, 0.398, 0.363], [4.874, 2.145, 0.475], [6.174, 1.523, -0.564], [4.289, 2.420, -2.124], [3.909, 3.289, -1.565], [5.311, 2.634, -2.434], [3.681, 2.283, -3.018], [2.235, 1.507, 0.043], [2.385, 1.219, 1.394], [1.742, 1.984, 2.352], [0.958, 3.062, 1.978], [0.813, 3.366, 0.635], [1.439, 2.587, -0.322], [1.301, 2.818, -1.369], [0.209, 4.208, 0.331], [0.462, 3.661, 2.728], [1.859, 1.738, 3.397], [2.992, 0.386, 1.712], [2.361, 0.844, -1.966], [0.028, -2.546, 2.229], [-0.346, -4.534, -1.993], [-1.508, -5.388, -0.975]]}

=====

Record 5
{"formula": "C33H45N5PdS", "method": "wB97M-V/def2-TZVPD", "charge": -2, "energy_ev": -56710.934, "homo_lumo_gap_ev": [1.47, 4.42], "spin_multiplicity": 3, "s2": 2.03, "homo_energy_ev": [2.7, -0.3], "species": ["Pd", "N", "N", "C", "C", "C", "C", "H", "H", "H", "C", "C", "H", "H", "H", "C", "C", "H", "H", "H", "C", "H", "H", "H", "C", "H", "H", "H", "C", "H", "C", "H", "C", "H", "C", "H", "C", "C", "H", "C", "C", "H", "C", "H", "N", "C", "C", "C", "H", "C", "C", "H", "H", "H", "C", "H", "C", "C", "H", "H", "H", "C", "H", "H", "H", "C", "N", "C", "C", "S", "N", "C", "C", "H", "H", "H", "H", "H", "H", "H", "H", "H", "H", "H", "H"], "positions_angstrom": [[0.871, 0.389, 0.106], [1.304, -3.032, 2.443], [1.190, -2.321, -1.080], [1.662, 2.229, -0.312], [2.728, 1.308, -0.011], [2.507, 0.792, 1.306], [3.279, -0.254, 2.034], [4.098, -0.626, 1.414], [2.624, -1.100, 2.309], [3.716, 0.152, 2.959], [1.338, 1.408, 1.836], [0.829, 1.200, 3.221], [1.322, 1.883, 3.929], [1.028, 0.178, 3.565], [-0.248, 1.379, 3.280], [0.798, 2.288, 0.844], [-0.461, 3.065, 1.010], [-1.168, 2.505, 1.637], [-0.944, 3.266, 0.047], [-0.282, 4.033, 1.498], [3.801, 0.843, -0.934], [4.738, 1.410, -0.838], [3.480, 0.927, -1.979], [4.039, -0.205, -0.706], [1.397, 2.873, -1.623], [0.317, 3.011, -1.755], [1.769, 2.232, -2.431], [1.869, 3.856, -1.745], [0.626, -3.584, 3.447], [1.067, -3.468, 4.444], [-0.576, -4.283, 3.278], [-0.998, -4.809, 4.137], [-1.163, -4.329, 2.014], [-2.152, -4.751, 1.862], [-0.453, -3.820, 0.932], [-0.838, -3.800, -0.078], [0.809, -3.196, 1.188], [1.642, -2.677, 0.183], [2.660, -2.381, 0.434], [0.835, -1.047, -1.412], [1.161, -3.133, -2.228], [1.402, -4.182, -2.184], [0.865, -2.338, -3.257], [0.804, -2.536, -4.315], [0.688, -1.034, -2.754], [0.462, 0.085, -3.635], [1.443, 0.368, -4.609], [1.206, 1.435, -5.481], [1.967, 1.691, -6.213], [0.022, 2.173, -5.439], [-0.222, 3.308, -6.393], [-0.770, 4.120, -5.896], [-0.823, 2.988, -7.257], [0.725, 3.707, -6.777], [-0.949, 1.828, -4.500], [-1.887, 2.383, -4.469], [-0.769, 0.769, -3.602], [-1.883, 0.401, -2.661], [-2.077, -0.680, -2.600], [-2.806, 0.883, -3.011], [-1.692, 0.767, -1.639], [2.724, -0.405, -4.737], [2.596, -1.368, -5.255], [3.219, -0.590, -3.772], [3.415, 0.190, -5.349], [-1.450, -0.991, 4.743], [-2.470, -1.096, 3.700], [-3.320, -2.294, 3.682], [-2.421, -0.250, 2.597], [-1.829, -0.716, 1.063], [-2.953, 1.000, 2.734], [-3.307, 1.462, 4.079], [-3.772, 1.502, 1.617], [-1.864, -1.384, 5.680], [-1.184, 0.060, 4.888], [-0.536, -1.554, 4.492], [-4.315, -2.038, 4.102], [-3.442, -2.644, 2.647], [-2.869, -3.089, 4.295], [-4.091, 2.211, 3.978], [-3.655, 0.613, 4.676], [-2.436, 1.922, 4.564], [-3.156, 1.948, 0.828], [-4.378, 0.692, 1.183], [-4.429, 2.269, 2.033]]}

=====

Record 6
{"formula": "C22H26Cl2N4O4S", "method": "wB97M-V/def2-TZVPD", "energy_ev": -73267.307, "homo_lumo_gap_ev": 8.63, "smiles": "CN(CC(=O)Nc1c(Cl)cccc1Cl)C(=O)c1cc(S(=O)(=O)N(C)C)ccc1N1CCCC1", "spin_multiplicity": 1, "homo_energy_ev": -8.1, "species": ["C", "N", "C", "O", "C", "C", "C", "C", "C", "C", "N", "C", "C", "C", "H", "C", "H", "H", "H", "H", "H", "H", "H", "H", "H", "S", "O", "O", "N", "C", "H", "H", "H", "C", "H", "H", "H", "H", "C", "H", "H", "C", "O", "N", "C", "C", "C", "C", "C", "C", "Cl", "H", "H", "H", "Cl", "H", "H", "H", "H"], "positions_angstrom": [[-0.683, -0.962, 2.708], [-0.489, -1.759, 1.521], [-0.845, -1.380, 0.276], [-0.616, -2.090, -0.699], [-1.385, 0.004, 0.124], [-0.404, 0.975, 0.274], [-0.669, 2.302, 0.018], [-1.931, 2.687, -0.399], [-2.921, 1.742, -0.538], [-2.691, 0.372, -0.279], [-3.710, -0.512, -0.383], [-3.579, -1.955, -0.307], [-4.969, -2.481, -0.656], [-5.886, -1.364, -0.169], [-6.868, -1.384, -0.637], [-5.095, -0.111, -0.535], [-5.331, 0.728, 0.125], [-5.302, 0.187, -1.571], [-6.011, -1.425, 0.912], [-5.177, -3.438, -0.183], [-5.064, -2.597, -1.736], [-2.822, -2.317, -1.005], [-3.289, -2.257, 0.708], [-3.892, 2.057, -0.881], [-2.114, 3.728, -0.615], [0.654, 3.466, 0.246], [1.057, 3.455, 1.622], [0.291, 4.731, -0.335], [1.895, 2.723, -0.643], [3.192, 3.273, -0.311], [3.259, 3.304, 0.773], [3.968, 2.621, -0.713], [3.321, 4.287, -0.709], [1.598, 2.745, -2.056], [1.588, 3.767, -2.453], [0.616, 2.300, -2.205], [2.344, 2.154, -2.586], [0.595, 0.704, 0.578], [0.368, -2.921, 1.665], [0.118, -3.634, 0.875], [0.214, -3.377, 2.644], [1.835, -2.491, 1.534], [2.643, -2.596, 2.422], [2.085, -1.949, 0.308], [3.282, -1.324, -0.053], [3.950, -1.702, -1.220], [5.141, -1.109, -1.598], [5.693, -0.124, -0.795], [5.039, 0.290, 0.351], [3.831, -0.289, 0.709], [2.978, 0.331, 2.068], [5.452, 1.072, 0.968], [6.632, 0.329, -1.072], [5.634, -1.426, -2.503], [3.257, -2.941, -2.204], [1.420, -2.136, -0.438], [0.253, -0.496, 3.026], [-1.041, -1.605, 3.515], [-1.416, -0.182, 2.519]]}

=====

Record 7
{"formula": "C32H30FFeN2O4", "method": "wB97M-V/def2-TZVPD", "charge": 1, "energy_ev": -81932.485, "homo_lumo_gap_ev": [6.20, 3.08], "spin_multiplicity": 5, "s2": 6.10, "homo_energy_ev": [-9.9, -10.2], "species": ["C", "O", "C", "C", "C", "C", "C", "C", "Fe", "C", "O", "C", "O", "C", "O", "H", "H", "H", "H", "H", "H", "H", "H", "H", "F", "C", "C", "C", "C", "C", "C", "C", "C", "C", "C", "C", "C", "C", "C", "C", "C", "C", "N", "C", "C", "C", "N", "C", "C", "H", "H", "H", "H", "H", "H", "H", "H", "H", "H", "H", "H", "H", "H", "H", "H", "H", "H", "H", "H", "H"], "positions_angstrom": [[5.367, -1.718, -3.906], [5.266, -0.993, -2.685], [4.097, -1.064, -1.961], [3.564, 0.164, -1.422], [2.034, 0.292, -1.547], [1.301, -0.820, -2.293], [1.905, -2.054, -2.341], [3.268, -2.216, -2.023], [4.938, -0.218, 0.156], [5.077, 1.057, 1.328], [5.463, 1.627, 2.269], [6.629, -0.351, -0.285], [7.768, -0.551, -0.370], [5.011, -1.516, 1.317], [5.282, -2.160, 2.253], [6.418, -1.667, -4.176], [5.053, -2.760, -3.766], [4.773, -1.240, -4.689], [4.102, 1.102, -1.655], [1.636, 0.434, -0.519], [1.804, 1.219, -2.101], [0.406, -0.565, -2.861], [1.351, -2.932, -2.653], [3.734, -3.202, -2.040], [-0.255, 2.354, 1.228], [-1.412, 1.525, 1.080], [-2.361, 1.840, 2.255], [-2.171, 2.951, 3.083], [-3.052, 3.186, 4.142], [-4.114, 2.308, 4.386], [-4.307, 1.202, 3.553], [-3.460, 1.004, 2.458], [-2.005, 1.866, -0.290], [-3.327, 2.289, -0.448], [-3.827, 2.542, -1.730], [-2.999, 2.443, -2.843], [-1.661, 2.057, -2.679], [-1.158, 1.817, -1.402], [-0.857, 0.076, 1.195], [-0.143, -0.121, 2.563], [-0.981, -1.107, 3.361], [-1.728, -1.926, 2.318], [-1.863, -1.038, 1.136], [-2.094, -1.677, -0.093], [-1.536, -2.937, -0.399], [-1.009, -3.034, -1.689], [-1.143, -2.052, -2.592], [-2.152, -1.184, -2.425], [-2.687, -0.967, -1.153], [-1.341, 3.639, 2.896], [-2.900, 4.061, 4.777], [-4.788, 2.480, 5.224], [-5.112, 0.488, 3.729], [-3.644, 0.207, 1.734], [-3.967, 2.400, 0.427], [-4.871, 2.833, -1.837], [-3.381, 2.663, -3.841], [-1.000, 1.955, -3.543], [-0.093, 1.589, -1.260], [-0.141, -0.056, 0.359], [0.832, -0.574, 2.346], [0.032, 0.817, 3.097], [-0.357, -1.751, 3.984], [-1.676, -0.591, 4.035], [-1.139, -2.817, 2.067], [-2.728, -2.242, 2.647], [-1.373, -3.724, 0.330], [-0.390, -3.880, -1.974], [-2.488, -0.596, -3.282], [-3.416, -0.189, -0.961]]}

=====

Record 8
{"formula": "CH3N4Si", "method": "wB97M-V/def2-TZVPD", "charge": -1, "energy_ev": -14922.393, "homo_lumo_gap_ev": 9.17, "spin_multiplicity": 1, "homo_energy_ev": -4.7, "species": ["C", "N", "N", "N", "N", "Si", "H", "H", "H"], "positions_angstrom": [[0.233, 0.736, -2.066], [-1.614, -1.037, -2.357], [-1.468, -0.887, -1.208], [0.126, 0.975, -3.211], [-1.764, -0.909, -3.472], [-0.180, -0.036, -0.305], [0.560, 1.089, 0.364], [0.702, -1.131, 0.136], [-1.201, 0.088, 0.799]]}